DFT (ωB97M-V/def2-TZVPD) results for 3 unconnected molecules or ions with the total composition C12H27NO4PS in a non-equilibrium geometry.

Output
* frontier orbital gap: 0.3214 Eh
* total charge: +1
* maximum force: 6.0 eV/A
* multiplicity: 1
* DFT total energy: -42679.893 eV

Geometry as XYZ:
```
46
C12H27NO4PS ωB97M-V/def2-TZVPD
C 4.50598 1.98569 1.98745
C 4.16579 2.12868 0.50276
O 3.64950 0.91941 -0.08076
C 2.39831 0.61969 0.33211
O 2.21212 -0.04788 1.24111
C 1.29020 1.14671 -0.52012
C -0.08695 0.75205 -0.00730
C -0.52417 1.33965 1.33128
P -0.48791 3.12691 1.49272
N 1.04406 3.81635 1.33692
S -1.13588 3.67557 3.39554
H 4.43173 0.95104 2.27184
H 5.47915 2.39842 2.19813
H 3.75386 2.50534 2.56804
H 3.41834 2.90196 0.36586
H 5.02898 2.43065 -0.06048
H 1.40121 2.19960 -0.73415
H 1.41038 0.66576 -1.48567
H -0.09389 -0.32195 0.12188
H -0.80555 0.95055 -0.78375
H -0.02199 0.88402 2.17285
H -1.57488 1.07975 1.44940
H -1.40161 3.71317 0.60027
H 1.03811 4.67281 1.89442
H 1.11216 4.14782 0.37144
H -1.34110 2.44174 3.89675
C 0.81749 -3.95653 -0.17629
C -0.62898 -3.87086 0.24501
O -1.07952 -2.87022 0.75976
C -1.48842 -5.08530 -0.00140
H 1.32044 -3.01996 0.05911
H 1.31476 -4.76696 0.35788
H 0.88413 -4.13551 -1.25072
H -1.08722 -5.94285 0.54013
H -1.51850 -5.31169 -1.06848
H -2.50031 -4.89026 0.34739
C -3.44906 -0.07983 -3.69166
C -3.26733 -0.26830 -2.20805
O -2.83121 0.62118 -1.50487
C -3.64927 -1.60747 -1.63256
H -3.13764 0.92416 -3.97215
H -2.84218 -0.80423 -4.23681
H -4.49839 -0.21166 -3.95806
H -3.05026 -2.39459 -2.09320
H -4.70721 -1.80252 -1.81388
H -3.46725 -1.61011 -0.55967
```

---

DFT (ωB97M-V/def2-TZVPD) results for 3 unconnected molecules or ions with the total composition C12H28BNO10P3 in a non-equilibrium geometry.

Output
* relative energy (zero: lowest compared OMol25 entry of this formula, charge and spin): 265.43 kJ/mol
* frontier orbital gap: 0.2326 Eh
* total charge: +1
* maximum force: 9.7 eV/A
* multiplicity: 1
* DFT total energy: -63396.221 eV

Geometry as XYZ:
```
55
C12H28BNO10P3 ωB97M-V/def2-TZVPD
C -1.11833 -0.80040 -3.79449
B 0.00699 0.34548 -3.72902
O 1.13515 0.26845 -4.57009
C -0.11979 1.63210 -2.74425
C -1.04022 2.73782 -3.17225
C -1.19078 3.87535 -2.26628
C -0.45485 3.91108 -0.99094
N 0.40931 2.90089 -0.65290
C 0.58104 1.79048 -1.49460
P 1.79143 0.47705 -0.91815
O 1.27176 -0.91516 -1.12554
H -1.28727 -1.05150 -4.88401
H -0.80447 -1.75817 -3.29898
H -2.11483 -0.47277 -3.39262
H 1.59380 -0.55624 -4.31290
H -1.59859 2.71813 -4.13629
H -1.85622 4.74325 -2.46867
H -0.56759 4.74494 -0.25852
H 0.92287 2.92795 0.22942
H 2.95969 0.64838 -1.73920
H 2.23770 0.73511 0.42443
C -4.58013 5.29577 4.68305
O -3.98165 5.36695 3.37960
P -2.72224 4.25366 3.10318
O -2.28408 4.95222 1.83387
O -3.80010 3.07502 2.75426
C -4.95849 3.36668 1.98003
O -1.46882 3.09817 3.02072
C -0.77559 2.88128 4.26157
H -5.46725 5.92688 4.69140
H -4.87924 4.27094 4.92042
H -3.87340 5.65544 5.43206
H -4.81742 4.22799 1.32594
H -5.80460 3.55223 2.64700
H -5.19704 2.49670 1.37091
H -1.47208 2.55511 5.03629
H -0.27979 3.80301 4.57889
H -0.02159 2.11032 4.11135
C 4.98398 -5.54829 -1.94397
O 3.56712 -5.42225 -2.11958
P 2.62781 -6.01578 -0.82271
O 1.34085 -5.97889 -1.59926
O 2.83410 -4.63346 0.03113
C 2.74898 -3.37579 -0.62401
O 1.94187 -6.74255 0.55472
C 2.69115 -7.84649 1.08444
H 5.48296 -4.99805 -2.74073
H 5.29794 -5.13042 -0.98265
H 5.26930 -6.60040 -1.99777
H 2.13551 -3.41290 -1.52388
H 3.75708 -3.03413 -0.88499
H 2.31857 -2.65252 0.06250
H 3.70210 -7.52987 1.35133
H 2.74205 -8.65199 0.34650
H 2.18534 -8.21679 1.97425
```

---

DFT (ωB97M-V/def2-TZVPD) results for a molecular structure, C12H28BrCl3HfN6O21 in a non-equilibrium geometry.

Output
* frontier orbital gap: 0.2146 Eh
* maximum force: 5.5 eV/A
* multiplicity: 1
* DFT total energy: -173713.380 eV

Geometry as XYZ:
```
72
C12H28BrCl3HfN6O21 ωB97M-V/def2-TZVPD
C 1.87209 -1.43276 4.68587
C 1.62199 -1.31197 3.18584
N 1.56471 -2.67009 2.54379
C 0.53623 -3.49300 2.62964
C 0.86620 -4.61634 1.94605
N 2.14072 -4.52404 1.56403
C 2.62068 -3.32006 1.93778
C 2.86847 -5.45343 0.90938
H 2.70821 -2.03689 5.03805
H 1.03113 -1.98507 5.10519
H 1.93035 -0.49234 5.23388
H 2.46691 -0.81052 2.71388
H 0.67504 -0.80561 2.99885
H -0.39235 -3.12360 3.03914
H 0.15861 -5.36612 1.62425
H 3.60057 -2.91975 1.72335
H 3.79169 -5.57603 1.47571
H 2.92322 -5.15396 -0.13724
H 2.37281 -6.41630 1.03305
Hf -0.82861 -0.11447 -2.87388
Cl -4.69409 0.94270 -2.30812
O -3.26736 0.71430 -2.14578
O -4.87557 2.03893 -3.20723
O -5.18931 -0.20418 -3.00270
O -5.42383 1.22879 -1.11320
Cl 2.31816 -2.90550 -2.68005
O 3.27035 -2.69003 -3.72359
O 1.82977 -4.27409 -2.80995
O 3.02369 -2.65569 -1.42164
O 1.06108 -2.09019 -2.79929
Cl -2.47471 -3.77959 -1.71119
O -1.46151 -3.84981 -0.74972
O -3.75901 -4.01236 -1.18497
O -2.33257 -2.37239 -2.12518
O -2.20958 -4.60107 -2.88904
C -0.94541 4.65318 -3.47478
C -0.53998 3.34485 -4.13705
O -0.96164 2.12628 -3.60727
H -1.99407 4.85147 -3.69639
H -0.40750 5.43224 -4.01499
H -0.76364 4.78877 -2.40864
H 0.53553 3.38061 -4.31059
H -0.81170 3.45790 -5.18657
Br -0.29993 -0.04516 -0.05603
C 2.54736 4.48960 2.39746
N 3.48544 4.63741 3.56292
O 4.67330 4.58810 3.22845
O 2.98005 4.95258 4.65747
H 3.07056 4.45933 1.44172
H 1.93717 5.39191 2.43759
H 1.98763 3.55883 2.48939
C 3.45457 2.32808 -3.13013
N 2.92038 1.07796 -2.41120
O 1.70159 0.87323 -2.48885
O 3.75931 0.37466 -1.97533
H 2.95787 2.50930 -4.08332
H 4.51873 2.18592 -3.31839
H 3.43591 3.11867 -2.37999
C -2.71357 3.42699 1.43774
N -1.38305 3.58450 0.77219
O -0.50897 3.79955 1.61106
O -1.39949 3.31623 -0.39106
H -2.96898 4.22896 2.13036
H -2.81289 2.41404 1.82783
H -3.49225 3.54419 0.68407
C -4.04338 -1.35599 1.17963
N -5.38703 -1.75094 1.69232
O -6.38258 -1.86242 0.94463
O -5.38309 -1.96779 2.91595
H -4.11666 -1.00211 0.15128
H -3.35095 -2.19775 1.17091
H -3.64285 -0.58062 1.83268
```

---

DFT (ωB97M-V/def2-TZVPD) results for a molecular structure, C12H28Cl2N4O4Zn in a non-equilibrium geometry.

Output
* relative energy (zero: lowest compared OMol25 entry of this formula, charge and spin): 0.00 kJ/mol
* frontier orbital gap: 0.2717 Eh
* maximum force: 4.4 eV/A
* multiplicity: 1
* DFT total energy: -100514.927 eV

Geometry as XYZ:
```
51
C12H28Cl2N4O4Zn ωB97M-V/def2-TZVPD
Zn -1.24842 -0.84305 0.88104
Cl -0.95755 -1.77298 3.18931
Cl -3.40995 -1.61039 0.08245
C 1.77352 -3.61696 -0.72154
C 0.27176 -3.65641 -0.23199
O -0.25165 -2.58282 0.11706
N -0.28573 -4.81926 -0.28181
C -1.61335 -5.14116 0.15760
H 1.93895 -2.61712 -1.12285
H 1.99724 -4.37329 -1.47388
H 2.46786 -3.65817 0.11767
H 0.27843 -5.54390 -0.70216
H -1.99892 -6.05727 -0.28982
H -2.25270 -4.34926 -0.23255
H -1.69305 -5.15002 1.24465
C 0.93310 0.67443 -2.55410
C -0.50993 0.57370 -2.29578
O -0.91525 -0.03118 -1.27643
N -1.32359 1.35010 -2.99271
C -2.79943 1.30565 -2.87694
H 1.35177 -0.22295 -2.09855
H 1.42968 1.54886 -2.13352
H 1.27733 0.62898 -3.58732
H -0.88017 1.90747 -3.70883
H -3.07918 0.28001 -3.11757
H -3.27278 1.96309 -3.60620
H -3.08960 1.60866 -1.87091
C 2.97434 -0.53823 0.75870
C 1.77999 0.36607 0.81566
O 0.70794 -0.16781 0.97538
N 1.84565 1.68693 0.67806
C 3.03145 2.43409 0.35154
H 2.59325 -1.54604 0.92352
H 3.33710 -0.33426 1.76613
H 3.73329 -0.44663 -0.01829
H 1.06587 2.26541 0.95631
H 2.83867 3.48990 0.54181
H 3.27945 2.39112 -0.70900
H 3.93257 2.15909 0.89969
C -1.33993 1.92628 3.73413
C -1.35344 2.06818 2.23430
O -1.69171 1.08464 1.56800
N -0.98853 3.14748 1.59957
C -1.29293 3.57091 0.22519
H -0.50554 1.27010 3.98176
H -2.28279 1.48913 4.06278
H -1.33296 2.90400 4.21592
H -0.60317 3.89853 2.15410
H -1.18438 4.65455 0.17972
H -2.24821 3.22747 -0.17178
H -0.43436 3.20437 -0.33749
```

---

DFT (ωB97M-V/def2-TZVPD) results for 2 unconnected molecules or ions with the total composition C12H28ClIN2O4PSi in a non-equilibrium geometry.

Output
* frontier orbital gap: 0.1251 Eh
* total charge: -1
* maximum force: 1.4 eV/A
* multiplicity: 1
* DFT total energy: -61862.171 eV

Geometry as XYZ:
```
50
C12H28ClIN2O4PSi ωB97M-V/def2-TZVPD
N 0.35547 3.15247 -0.13228
C 1.25744 2.67552 -1.18606
C 2.40940 1.86718 -0.61895
C 3.49159 1.58571 -1.65560
Si 4.86967 0.59279 -0.94707
Cl 6.38480 0.20431 -2.33902
I 4.02912 -1.61430 -0.25778
P 5.91787 1.57149 0.78086
O 5.08993 2.49210 1.52631
O 7.17041 2.34023 0.15394
O 6.52973 0.43308 1.72318
H 0.30912 2.40890 0.55985
H 0.80993 3.92471 0.34515
H 1.69873 3.54605 -1.65602
H 0.68487 2.07930 -1.88219
H 2.04176 0.94886 -0.17911
H 2.82808 2.45482 0.18770
H 3.05586 0.96072 -2.42873
H 3.85856 2.48558 -2.12637
H 7.81772 1.67108 -0.14195
H 6.34336 -0.43182 1.30900
C -4.25501 0.51232 0.70891
C -2.95839 -0.23055 1.08483
C -3.32524 -1.54480 1.78796
C -3.89263 -2.62903 0.86638
C -3.36142 -2.51729 -0.57135
C -2.03327 -1.76222 -0.69507
N -2.19968 -0.43458 -0.15376
O -1.02419 0.32463 -0.23728
C -1.73314 -1.61560 -2.18470
C -0.89480 -2.58473 -0.06234
C -2.21077 0.62329 2.09680
H -4.00662 1.46157 0.23324
H -4.87843 0.72244 1.59146
H -4.85272 -0.06966 0.00512
H -2.43149 -1.93708 2.28020
H -4.03519 -1.34015 2.59730
H -3.63754 -3.60901 1.28110
H -4.98565 -2.58759 0.85590
H -3.26215 -3.51978 -1.00088
H -4.10033 -2.00153 -1.19155
H -2.48556 -0.98293 -2.65730
H -1.74206 -2.59570 -2.67914
H -0.75635 -1.16039 -2.34068
H -0.80987 -3.56585 -0.54578
H -1.04731 -2.75579 1.00470
H 0.05471 -2.06363 -0.18628
H -2.84014 0.77415 2.98190
H -1.96366 1.59873 1.68353
H -1.28451 0.14197 2.41192
```